Entry 1:
Formula: C4H10O3
Source: OMol25
Level of theory: wB97M-V/def2-TZVPD

Last column: natural (NBO) charge in e.
CARTESIAN COORDINATES (ANGSTROEM)
C  0.05  -0.93  1.65  -0.4453
C  0.06  -0.96  0.32  0.0375
C  -1.15  -1.25  -0.51  -0.6552
C  1.34  -0.61  -0.48  -0.6624
H  0.94  -0.72  2.22  0.2031
H  -0.85  -1.14  2.21  0.2049
H  -2.02  -1.45  0.12  0.2176
H  -1.38  -0.40  -1.16  0.2335
H  -0.97  -2.12  -1.15  0.2197
H  1.17  0.21  -1.17  0.2364
H  1.58  -1.47  -1.10  0.2189
H  2.17  -0.42  0.19  0.2157
O  -0.40  1.99  0.87  -0.4595
O  -0.90  2.17  -0.41  -0.0512
O  0.14  2.55  -1.29  -0.4563
H  0.02  1.04  0.89  0.4822
H  0.21  3.51  -1.20  0.4603

- orbital gap (eV) = 10.58
- energy above the lowest of the compared OMol25 structures with the same formula, charge and spin (kcal per mole) = 145.5
- LUMO (eV) = 0.91
- SMILES = C=C(C)C.OOO

=====

Entry 2:
Formula: C3H7N2
Source: OMol25
Level of theory: wB97M-V/def2-TZVPD

Last column: natural (NBO) charge in e.
CARTESIAN COORDINATES (ANGSTROEM)
C  1.48  -0.50  0.02  0.6060
C  0.23  -0.16  0.79  -0.4043
C  -2.01  0.00  -0.14  -0.4892
N  -0.78  0.48  0.02  -0.2293
N  2.24  0.06  -0.76  -0.6986
H  -0.10  -1.08  1.37  0.2527
H  0.82  0.60  1.51  0.3117
H  -2.23  -0.90  0.46  0.1949
H  -2.83  0.86  0.00  0.2888
H  -2.14  -0.15  -1.18  0.2683
H  3.20  -0.18  -0.91  0.4550
H  2.11  0.98  -1.18  0.4438

- charge = +1
- orbital gap (alpha / beta) (eV) = 7.13 / 9.10
- energy above the lowest of the compared OMol25 structures with the same formula, charge and spin (kcal per mole) = 117.9
- LUMO (alpha / beta) (eV) = -6.73 / -5.20

=====

Entry 3:
Formula: C38H30BBrF4N6O5S3Ti
Source: OMol25
Level of theory: wB97M-V/def2-TZVPD

Last column: Mulliken spin population.
CARTESIAN COORDINATES (ANGSTROEM)
Ti  0.61  -0.09  0.45  0.8656
Br  -0.58  -6.85  -2.37  0.0005
C  -0.51  -5.19  -1.40  -0.0727
C  -0.63  -5.22  -0.02  0.1496
C  -0.57  -4.01  0.66  -0.0633
C  -0.36  -2.79  0.00  0.1004
O  -0.33  -1.67  0.66  0.0350
C  -0.19  -2.80  -1.42  -0.0230
C  0.08  -1.61  -2.14  0.4429
N  0.43  -0.42  -1.64  0.0442
C  0.79  0.54  -2.56  -0.1587
C  1.23  0.25  -3.86  0.2073
C  1.53  1.26  -4.78  -0.0935
C  1.40  2.59  -4.45  0.2160
C  0.98  2.94  -3.15  -0.0509
C  0.82  4.28  -2.75  0.0416
C  0.36  4.55  -1.48  -0.0213
C  0.06  3.49  -0.63  0.0511
N  0.22  2.22  -0.96  0.0107
C  0.67  1.93  -2.19  0.0068
C  -0.31  -4.03  -2.10  0.1198
H  -0.75  -6.15  0.51  0.0141
H  -0.68  -3.98  1.74  -0.0013
H  0.01  -1.71  -3.22  0.0264
H  1.40  -0.77  -4.16  0.0533
H  1.88  0.97  -5.76  -0.0053
H  1.63  3.37  -5.17  0.0135
H  1.06  5.08  -3.44  -0.0002
H  0.23  5.57  -1.14  0.0006
H  -0.33  3.69  0.36  0.0189
H  -0.23  -4.04  -3.18  0.0013
O  0.27  -0.40  4.67  -0.0008
C  0.86  -1.60  4.85  0.0004
C  0.73  -2.22  6.09  -0.0003
C  1.33  -3.44  6.33  -0.0001
C  2.08  -4.06  5.34  0.0002
C  2.20  -3.46  4.10  0.0005
C  1.59  -2.23  3.82  0.0082
C  1.68  -1.63  2.49  -0.0066
O  1.14  -0.47  2.27  -0.0017
N  2.29  -2.31  1.55  0.0122
N  2.29  -1.65  0.35  0.0053
C  2.87  -2.35  -0.56  0.0220
S  3.37  -4.01  -0.16  0.0033
C  4.01  -4.35  -1.84  0.0002
C  3.32  -3.44  -2.82  -0.0087
S  3.37  -1.76  -2.11  0.0157
H  0.44  -0.15  3.72  0.0034
H  0.14  -1.72  6.85  -0.0001
H  1.22  -3.91  7.30  0.0000
H  2.56  -5.01  5.53  0.0000
H  2.76  -3.93  3.30  0.0001
H  3.82  -5.41  -2.05  -0.0003
H  5.09  -4.17  -1.83  -0.0003
H  2.27  -3.72  -2.94  -0.0022
H  3.81  -3.41  -3.79  -0.0027
C  -5.36  4.72  -2.79  -0.0002
C  -4.74  3.62  -1.98  0.0008
C  -3.49  3.10  -2.32  0.0038
C  -2.95  2.04  -1.61  0.0131
C  -3.65  1.50  -0.54  0.0029
C  -4.88  2.02  -0.18  -0.0005
C  -5.43  3.07  -0.90  0.0001
S  -2.92  0.12  0.34  0.0083
O  -3.75  -0.09  1.51  0.0003
O  -2.85  -0.95  -0.62  0.0037
N  -1.44  0.63  0.68  -0.0043
C  -1.21  1.55  1.63  0.0143
C  -2.15  2.30  2.38  -0.0115
C  -1.67  3.19  3.32  0.0039
C  -0.30  3.35  3.52  0.0004
C  0.55  2.60  2.73  0.0088
N  0.11  1.74  1.81  -0.0014
H  -4.62  5.21  -3.43  0.0000
H  -5.82  5.48  -2.15  0.0000
H  -6.14  4.32  -3.44  0.0000
H  -2.93  3.53  -3.14  -0.0018
H  -1.98  1.62  -1.86  -0.0078
H  -5.40  1.58  0.67  0.0000
H  -6.40  3.47  -0.63  0.0000
H  -3.20  2.15  2.23  -0.0003
H  -2.37  3.76  3.92  0.0005
H  0.09  4.02  4.26  0.0000
H  1.63  2.68  2.81  0.0004
F  2.32  0.98  0.05  -0.0099
B  3.62  1.42  0.61  -0.0008
F  4.56  0.47  0.25  0.0003
F  3.46  1.51  1.99  -0.0003
F  3.90  2.66  0.05  0.0001

- charge = -2
- orbital gap (alpha / beta) (eV) = 3.85 / 6.39
- energy above the lowest of the compared OMol25 structures with the same formula, charge and spin (kcal per mole) = 0.0
- LUMO (alpha / beta) (eV) = 3.93 / 3.92
- multiplicity = 3

=====

Entry 4:
Formula: C32H84As3F18N5O5
Source: OMol25
Level of theory: wB97M-V/def2-TZVPD

Last column: Löwdin charge in e.
CARTESIAN COORDINATES (ANGSTROEM)
C  2.56  22.96  -9.55  -0.0348
C  1.68  21.57  -9.58  -0.0743
N  2.10  20.52  -8.46  -0.2130
C  1.40  20.79  -7.11  0.0288
C  1.71  19.10  -9.04  -0.1572
C  0.24  18.68  -9.06  -0.0434
C  3.63  20.46  -8.14  -0.0586
C  4.45  20.00  -9.43  -0.2138
O  4.05  20.63  -10.61  -0.2290
C  4.73  20.03  -11.77  -0.0273
H  2.24  23.55  -10.41  0.0770
H  3.60  22.77  -9.80  0.0581
H  2.45  23.57  -8.66  0.0728
H  1.81  21.18  -10.59  0.1099
H  0.62  21.78  -9.45  0.1142
H  1.94  21.63  -6.66  0.1051
H  1.51  19.91  -6.48  0.1069
H  0.33  20.92  -7.24  0.1048
H  2.28  18.42  -8.40  0.1241
H  2.19  19.02  -10.02  0.1137
H  -0.48  19.41  -9.45  0.0863
H  0.05  18.54  -7.99  0.0755
H  0.14  17.73  -9.57  0.0970
H  3.93  19.84  -7.30  0.1376
H  3.83  21.48  -7.80  0.1142
H  4.35  18.91  -9.41  0.0934
H  5.51  20.17  -9.22  0.1313
H  5.75  20.40  -11.86  0.0745
H  4.23  20.56  -12.58  0.0843
H  4.57  18.95  -11.84  0.0928
C  10.91  23.02  -18.95  -0.0672
C  11.81  23.74  -17.98  -0.1336
N  11.28  23.67  -16.48  -0.2382
C  11.48  22.29  -15.94  -0.0001
C  12.17  24.66  -15.72  -0.1498
C  13.72  24.41  -15.63  -0.0348
C  9.76  24.15  -16.39  -0.0048
C  9.18  24.29  -14.90  -0.1922
O  9.17  23.08  -14.23  -0.1891
C  7.95  22.67  -13.66  -0.0912
H  10.55  22.07  -18.56  0.0783
H  11.36  22.72  -19.90  0.0949
H  10.03  23.61  -19.20  0.0785
H  11.87  24.81  -18.16  0.1260
H  12.84  23.39  -17.98  0.1225
H  12.48  21.91  -16.12  0.1148
H  10.77  21.58  -16.39  0.1067
H  11.19  22.25  -14.88  0.0897
H  11.69  24.54  -14.75  0.1131
H  12.05  25.64  -16.18  0.1275
H  14.18  25.23  -15.08  0.0906
H  14.26  24.35  -16.57  0.0771
H  13.87  23.46  -15.11  0.0755
H  9.13  23.44  -16.92  0.1233
H  9.80  25.16  -16.78  0.1308
H  8.17  24.67  -15.04  0.1161
H  9.74  25.09  -14.40  0.1192
H  7.60  23.35  -12.89  0.0998
H  8.21  21.70  -13.22  0.0606
H  7.14  22.38  -14.34  0.0578
C  10.81  15.72  -11.24  -0.0356
C  9.89  16.95  -10.88  -0.1104
N  9.65  17.90  -12.16  -0.1556
C  8.94  19.23  -11.58  0.0408
C  10.93  18.37  -12.86  -0.2019
C  10.88  19.31  -13.96  -0.0801
C  8.69  17.10  -13.21  -0.0393
C  7.55  16.25  -12.71  -0.2093
O  6.68  16.99  -11.92  -0.2195
C  5.86  16.36  -10.91  -0.0556
H  11.88  15.95  -11.23  0.0845
H  10.62  15.30  -12.22  0.0763
H  10.39  15.05  -10.48  0.0839
H  10.46  17.56  -10.18  0.1104
H  8.94  16.78  -10.39  0.1074
H  7.99  18.90  -11.14  0.0752
H  8.75  19.94  -12.38  0.0503
H  9.55  19.62  -10.77  0.0953
H  11.42  17.45  -13.20  0.1144
H  11.53  18.84  -12.08  0.1351
H  11.91  19.36  -14.33  0.1050
H  10.59  20.30  -13.60  0.0651
H  10.26  19.05  -14.82  0.0818
H  9.40  16.43  -13.70  0.1111
H  8.31  17.82  -13.93  0.0865
H  7.74  15.33  -12.16  0.1279
H  7.09  15.87  -13.62  0.1474
H  6.50  15.83  -10.22  0.0880
H  5.21  15.63  -11.40  0.0941
H  5.11  16.99  -10.42  0.0604
C  7.06  21.00  -21.34  -0.0051
C  7.14  19.62  -22.12  -0.2863
C  7.96  18.73  -21.35  -0.1959
O  7.35  18.14  -20.18  -0.1592
C  7.97  18.39  -18.97  -0.1176
N  5.74  19.12  -22.36  0.2543
H  5.37  18.90  -21.44  0.1051
H  5.25  19.89  -22.79  0.1607
H  5.58  18.31  -22.95  0.1814
H  6.12  21.54  -21.43  0.0633
H  7.79  21.70  -21.76  0.0833
H  7.44  20.99  -20.32  0.0741
H  7.53  19.83  -23.11  0.1588
H  8.85  19.30  -21.06  0.1365
H  8.39  17.93  -21.95  0.1442
H  7.84  19.44  -18.69  0.0693
H  9.00  18.07  -19.08  0.0774
H  7.53  17.75  -18.21  0.0921
C  3.87  22.87  -19.80  -0.0347
C  4.13  22.84  -18.28  -0.2585
C  3.69  24.20  -17.60  -0.1526
O  3.99  24.06  -16.21  -0.2169
C  4.99  25.00  -15.72  -0.0544
N  3.50  21.62  -17.64  0.2133
H  4.09  20.81  -17.73  0.0753
H  3.30  21.65  -16.65  0.1335
H  2.62  21.40  -18.07  0.1394
H  3.05  23.51  -20.14  0.0957
H  3.99  21.98  -20.42  0.0575
H  4.78  23.34  -20.17  0.0745
H  5.18  22.69  -18.03  0.1467
H  2.63  24.46  -17.69  0.1388
H  4.35  24.85  -18.19  0.1250
H  5.26  24.73  -14.70  0.0854
H  4.33  25.87  -15.64  0.0940
H  5.78  25.13  -16.46  0.0821
As  2.87  18.59  -19.59  0.9253
F  1.53  19.76  -19.68  -0.2709
F  1.68  17.22  -19.69  -0.2761
F  4.25  17.50  -19.62  -0.2521
F  4.14  19.89  -19.63  -0.3102
F  2.81  18.57  -17.80  -0.2659
F  2.91  18.67  -21.42  -0.3101
As  10.81  16.18  -16.91  0.9047
F  10.02  16.14  -18.47  -0.2608
F  11.31  17.92  -17.09  -0.3175
F  11.72  16.13  -15.38  -0.2940
F  10.28  14.46  -16.60  -0.3058
F  12.29  15.50  -17.68  -0.2874
F  9.28  16.73  -16.13  -0.2910
As  6.13  19.72  -15.48  1.0836
F  7.49  18.58  -15.81  -0.2768
F  4.94  18.44  -15.02  -0.2675
F  4.79  20.96  -15.20  -0.2942
F  7.45  21.05  -15.93  -0.3365
F  5.70  19.55  -17.22  -0.2685
F  6.70  19.62  -13.72  -0.2954

- charge = +2
- orbital gap (eV) = 9.01
- LUMO (eV) = -4.06